1.
The following is a DFT calculation (ωB97M-V/def2-TZVPD) of a 6-piece molecular cluster, C40H91N5O8 overall at a distorted geometry.

The total energy comes out at -66774.1663 eV.

The geometry in XYZ format:
```
144
Properties=species:S:1:pos:R:3:forces:R:3:lowdin_charge:R:1
H 21.97952 16.80028 -21.02199 0.197 0.153 -0.402 0.12
H 20.16466 12.52272 -21.09076 0.337 0.128 0.663 0.10
H 16.23730 3.46472 -23.49347 -0.084 0.637 -0.264 0.10
C 16.35797 11.13108 -22.76338 -0.270 -1.528 1.789 0.00
H 16.70104 8.65288 -20.11322 -1.204 -0.048 0.079 0.08
H 19.14729 7.42832 -22.09907 -0.085 0.725 0.370 0.07
N 16.37851 11.32730 -20.19187 -0.134 -1.808 1.128 -0.11
C 17.81126 1.61381 -22.20670 1.048 -0.122 -0.268 -0.53
H 20.81091 10.33550 -19.44257 0.209 0.574 0.191 0.08
C 16.71768 -0.43025 -21.06005 -1.383 0.095 1.180 -0.20
C 19.73876 12.71246 -15.90916 1.259 -0.275 1.678 -0.06
H 17.02898 14.07295 -20.41161 -0.028 0.067 0.537 0.07
H 13.72220 11.91212 -18.71695 0.213 -0.621 -0.123 0.11
H 18.43771 18.18520 -22.68666 0.149 0.602 0.752 0.09
H 16.44396 1.89567 -19.54121 -0.213 -0.628 0.307 0.05
C 17.70012 0.07009 -22.09482 0.815 -0.477 2.046 -0.13
C 23.82347 -2.05066 -21.81012 -0.712 0.829 1.451 -0.23
H 22.55472 -0.22494 -22.12010 -0.522 -0.476 0.087 0.11
O 22.36314 2.85659 -22.85045 1.150 0.857 0.640 -0.19
C 24.20775 1.33816 -23.16485 1.028 -1.194 0.528 -0.18
C 23.51725 -0.51477 -21.69865 1.763 -0.421 -1.717 -0.19
C 19.81393 10.79715 -17.49632 2.162 1.198 -1.484 -0.08
H 23.23929 1.99139 -21.21630 -0.220 -0.963 -0.173 0.11
H 21.24561 4.43878 -23.27757 0.438 0.390 -0.602 0.08
H 13.63348 13.15060 -19.92066 -0.001 0.273 0.430 0.10
H 24.80795 -2.31109 -21.42144 -0.035 0.415 0.988 0.12
C 18.46513 1.80004 -23.59205 -0.388 0.776 0.732 -0.02
C 20.18564 17.18109 -19.94813 -0.033 -0.928 -0.486 -0.23
C 15.38725 1.73896 -21.38281 -0.110 0.919 -0.015 -0.48
C 16.77606 9.04900 -21.12591 1.562 1.081 0.304 -0.03
H 13.94135 3.31031 -21.90506 -0.248 -0.118 0.367 0.08
H 19.62400 13.52320 -18.54864 -0.006 0.055 0.344 0.08
H 18.96854 6.71300 -19.81418 -0.039 -0.020 -0.010 0.09
H 17.13804 13.20527 -18.34205 0.150 -0.167 -0.037 0.06
H 14.50373 -0.25130 -20.99225 0.105 0.223 0.450 0.12
C 23.97370 -4.04184 -23.02576 1.201 1.738 -1.282 -0.07
N 24.57958 0.05761 -22.51334 -0.261 0.694 -0.386 -0.09
H 13.21720 1.64658 -21.66367 -0.062 0.285 0.078 0.08
H 22.46225 12.87056 -15.33707 0.687 0.802 0.390 0.12
O 19.69788 18.02155 -20.94240 -0.330 2.043 -1.239 -0.18
O 23.89950 -2.58047 -23.12135 -2.017 -0.485 0.235 -0.22
H 14.13818 2.10129 -23.11549 -0.121 -0.314 -0.099 0.08
H 15.57901 13.78971 -17.96072 -0.363 -0.038 -0.180 0.10
H 22.23742 9.60481 -22.17471 0.374 0.075 1.618 0.09
H 20.10611 13.70874 -15.66302 -0.231 0.252 -0.183 0.08
H 15.99573 12.12906 -17.55541 -0.165 -0.213 -0.042 0.09
C 20.58239 13.22480 -18.12372 1.460 -1.720 -0.881 -0.03
H 17.28047 11.68857 -22.60121 -0.172 0.195 -0.364 0.07
H 16.84557 -0.19945 -20.00247 1.154 0.301 0.037 0.11
H 22.94910 4.89274 -22.74139 0.036 -0.074 -0.368 0.09
H 23.93894 -4.33819 -24.07412 0.158 -0.290 0.147 0.09
H 20.88178 7.08476 -21.87318 0.018 0.342 0.276 0.08
H 21.76852 15.91395 -19.54058 0.378 0.059 0.212 0.11
H 22.52565 13.66013 -20.80075 -0.048 0.608 0.387 0.11
C 18.74126 2.11597 -21.12440 1.395 0.420 0.620 -0.03
H 20.18879 15.29200 -21.81120 -0.017 -0.463 -0.229 0.07
C 13.67118 11.32318 -20.95825 0.907 1.078 1.302 -0.15
H 24.76603 -0.65099 -23.20846 0.322 0.424 -0.500 0.08
H 23.76101 10.10452 -15.59920 -0.528 -0.705 -0.098 0.08
H 18.19814 16.86056 -21.46973 -0.700 -0.178 -0.558 0.09
N 16.53925 2.25073 -22.17947 -2.145 -1.835 -0.016 -0.14
C 20.98394 12.72182 -21.78159 -0.354 -1.589 -1.306 -0.22
C 15.45437 2.16423 -19.91090 0.727 -0.037 -0.090 -0.03
N 20.77719 15.03006 -21.03321 0.091 -1.966 -1.141 -0.04
H 21.29415 10.19479 -23.21651 -0.887 0.928 -0.725 0.08
H 15.50869 11.71550 -23.11734 0.282 0.256 0.079 0.06
C 15.40534 0.19511 -21.41168 -0.352 0.201 -2.064 -0.17
H 19.42201 16.53318 -19.51780 -0.575 0.103 0.203 0.12
H 18.65358 12.73128 -16.00979 0.126 0.034 -0.781 0.08
H 12.60512 11.09678 -20.93972 0.073 -0.320 0.358 0.11
C 20.58629 12.10805 -17.03684 -0.877 0.584 -0.575 -0.44
C 22.08657 4.23866 -22.61361 -0.912 -0.497 -0.238 -0.11
H 18.42185 1.97792 -20.09144 -0.133 -0.556 -0.092 0.07
H 22.29412 14.33600 -22.41394 0.084 -0.293 -0.177 0.12
C 14.05588 2.23438 -22.03678 1.245 -0.113 -0.093 -0.03
C 21.77540 13.95029 -21.53630 -1.108 2.234 1.340 -0.14
H 17.56078 -0.49134 -23.01865 -0.260 0.487 -0.228 0.13
H 23.65635 0.01414 -20.75578 -0.500 -1.158 0.679 0.11
H 19.04708 11.21268 -18.15005 -0.389 -0.072 0.701 0.07
H 25.19079 1.69696 -23.46984 -0.238 0.602 -0.316 0.11
C 18.91575 17.48696 -21.99961 0.294 -1.433 1.098 -0.09
C 24.02003 10.34098 -16.63124 0.728 1.073 1.580 -0.07
H 22.96044 11.20504 -19.54388 -0.362 0.269 -0.228 0.06
H 24.48376 9.50363 -17.15269 -0.051 0.027 0.150 0.09
O 17.76275 11.49889 -20.15970 0.637 0.992 -0.592 -0.04
C 16.02089 10.45552 -21.33133 1.177 -0.063 -0.144 -0.44
H 16.59818 -1.51342 -21.03610 0.220 -0.136 -0.452 0.12
C 23.54323 2.32583 -22.20821 -0.338 0.166 0.141 -0.21
H 16.53392 10.32435 -23.47495 0.069 0.066 -0.106 0.07
H 19.39574 10.27826 -16.63378 0.108 -0.123 -0.151 0.12
H 17.61001 1.60375 -24.23884 0.603 -0.417 -0.732 0.09
C 16.01291 13.72197 -20.59196 -0.045 -0.312 -0.559 -0.02
C 21.25048 16.23049 -20.44586 1.617 0.235 1.428 -0.26
C 22.09715 9.60153 -17.78877 -2.324 0.911 -1.391 -0.12
H 14.65968 1.61943 -19.40122 0.097 0.324 0.483 0.09
H 16.09909 13.43692 -21.64049 -0.552 -0.147 -0.073 0.06
O 19.83035 6.99596 -20.12855 0.003 1.087 1.855 -0.09
H 17.86191 9.12791 -21.07303 0.385 0.938 -0.536 0.04
H 23.01097 -2.47425 -21.21979 0.110 -0.857 -0.018 0.11
O 22.69680 12.89597 -16.26763 0.918 2.173 1.077 0.00
O 21.92719 11.62777 -21.83904 -0.244 0.239 0.415 -0.19
N 22.01660 11.80284 -16.63322 -3.100 -3.870 -0.932 -0.13
H 15.48131 3.23038 -19.68574 -0.782 0.181 -0.447 0.08
H 18.64434 -0.27193 -21.67105 0.553 0.151 -0.571 0.12
H 19.49461 16.83030 -22.64910 0.278 -0.059 -0.124 0.07
H 19.34568 1.16042 -23.65221 -0.304 -0.231 -0.460 0.09
C 20.70497 9.92072 -18.44016 -0.263 -0.467 1.620 -0.15
H 19.72015 1.66310 -21.28183 0.106 -0.389 0.313 0.08
H 15.39763 -0.06031 -22.47130 -0.914 0.110 -0.466 0.12
C 21.44233 10.34995 -22.14784 0.105 -0.469 -1.796 -0.14
H 22.55828 9.00778 -18.57802 0.822 0.112 0.301 0.12
H 15.31466 14.55612 -20.52299 0.009 0.016 0.198 0.08
H 21.25122 14.04894 -17.87563 -0.553 0.255 0.516 0.08
O 16.48272 3.59169 -22.57411 0.216 -0.176 0.256 0.01
H 18.09175 11.09255 -19.35456 -0.314 -0.272 0.025 0.06
H 23.61340 1.18815 -24.06615 -0.416 0.097 0.085 0.12
H 24.98329 -4.14455 -22.62791 -0.061 -1.043 0.179 0.09
C 14.58271 10.11798 -21.11586 -1.251 0.432 -0.415 -0.18
H 23.21613 -4.60561 -22.48137 -0.177 0.646 0.346 0.09
H 20.51478 10.00955 -21.68754 0.178 0.171 0.616 0.08
H 18.81107 2.81853 -23.76839 -0.094 0.120 0.099 0.08
H 14.56380 9.56074 -20.17926 -0.366 -0.488 -0.271 0.12
H 19.89378 12.15579 -14.98494 0.058 -0.357 0.213 0.08
H 24.33550 2.99578 -21.87416 -0.270 1.179 -0.689 0.12
H 19.67197 5.85389 -21.72150 0.091 -0.341 -0.552 0.06
C 23.49676 11.53733 -18.65504 -0.612 -0.440 -1.771 -0.03
H 21.96636 8.96983 -16.91016 -0.029 0.108 0.083 0.12
H 13.76792 11.98122 -21.82180 0.169 0.083 -0.139 0.09
H 16.71219 8.25000 -21.86458 -1.059 0.239 -0.189 0.08
H 19.01833 3.17013 -21.13429 -0.597 0.386 -0.611 0.07
H 24.77364 11.10164 -16.42738 0.280 0.180 -0.552 0.08
H 20.45636 12.82554 -22.72975 0.012 -0.208 -0.539 0.12
H 23.48407 12.62589 -18.70974 0.316 -0.077 0.463 0.08
H 24.47747 11.10909 -18.86218 0.291 0.427 0.376 0.09
H 14.25369 9.57701 -22.00310 -0.128 -0.630 0.277 0.13
C 15.64236 12.49470 -19.67511 -0.122 0.666 -2.445 -0.49
C 16.09232 12.89839 -18.32149 0.824 0.073 1.429 -0.06
C 19.87888 6.89851 -21.48900 -0.038 -1.822 -2.005 -0.20
H 21.17183 12.74640 -18.90590 -0.320 0.135 -0.777 0.05
H 21.60975 4.51056 -21.67190 0.431 -0.629 0.800 0.06
C 14.11587 12.20037 -19.69164 -0.337 0.187 -2.005 -0.09
H 20.58378 17.84090 -19.17728 0.039 -0.073 -0.062 0.13
H 20.18210 8.98669 -18.64589 0.018 -0.189 0.157 0.09
C 22.85773 10.89307 -17.44022 0.417 -0.765 0.348 -0.51
```
Positions in Å, forces in eV/Å.

=====

2.
The following is a DFT calculation (ωB97M-V/def2-TZVPD) of C27H29BBr2Cl2N7O2Ti as an isolated structure at a distorted geometry.

The charge is -1. The total energy comes out at -231925.4755 eV. As for the energy relative to the best compared isomer or geometry (same formula, charge and spin): 27.36 kcal/mol.

The geometry in XYZ format:
```
71
Properties=species:S:1:pos:R:3:forces:R:3:lowdin_charge:R:1
N -0.17185 -1.97709 -1.74214 0.112 -0.240 -0.048 0.04
Cl -4.07635 5.71402 1.91372 -0.077 0.131 0.035 0.61
H -4.37487 0.06398 2.17721 0.002 0.025 0.002 0.07
C -0.42923 -2.48213 -2.96069 0.045 0.073 -0.095 -0.27
H -4.05299 -2.55176 2.19018 0.007 -0.009 -0.007 0.10
H 1.26430 -5.24404 0.84967 0.019 -0.025 -0.037 0.07
H -0.88643 -4.07055 -4.28611 -0.014 -0.006 -0.011 0.07
C 3.32778 3.97130 1.10594 0.456 0.481 0.268 -0.64
C -0.49324 2.05759 2.08145 -0.418 0.875 0.598 -0.25
C -2.67379 -0.96293 1.44481 0.022 -0.231 -0.018 -0.32
C 2.09219 -3.26225 0.79753 0.142 0.037 0.055 -0.27
H 4.51929 5.24366 -0.17114 -0.009 0.052 0.037 0.10
H -3.28752 1.07821 1.21649 -0.004 0.090 -0.035 0.07
N 1.57209 2.70963 0.11880 0.952 0.992 -0.399 -0.04
C -3.16360 -2.26679 1.65067 -0.048 0.029 0.001 -0.01
Br 4.30405 4.38020 2.69260 -0.108 -0.069 -0.161 0.71
C -3.24797 4.28456 -0.23239 -0.047 -0.076 -0.237 -0.18
N 1.16436 -2.40249 0.34872 -0.026 -0.209 -0.077 0.05
H 3.07242 4.69391 -2.14581 -0.056 -0.055 -0.023 0.11
N -1.55526 -1.00333 0.72593 -0.273 0.171 -0.127 0.13
B -0.13690 -2.73758 -0.40692 -0.056 0.381 0.087 -0.51
C -0.34194 -1.44375 -3.86399 -0.051 0.062 -0.014 0.01
H 3.03210 -5.15335 0.87955 0.007 -0.025 -0.005 0.07
C 2.96568 -2.55307 1.59779 0.004 0.071 0.054 0.01
C -0.73595 -3.92135 -3.21846 0.022 0.094 0.138 -0.03
H 2.15072 -4.85973 -0.62813 -0.009 -0.037 0.014 0.08
C -0.02088 -0.31158 -3.10546 0.005 -0.164 -0.020 -0.34
H -2.40534 -4.88006 -0.19074 0.018 -0.056 0.025 0.07
C 0.25808 1.04966 -3.64670 0.068 -0.052 0.100 -0.06
C 2.49679 -1.23601 1.58591 -0.116 -0.221 0.041 -0.36
H -0.50270 2.25762 3.15508 -0.026 -0.218 -0.058 0.11
C -3.32984 0.27882 1.95068 0.156 0.000 -0.019 -0.02
H -3.98964 4.81514 -0.80940 0.019 0.026 0.015 0.09
N 0.07897 -0.65071 -1.81905 -0.124 -0.121 -0.460 -0.01
C -2.44645 3.32766 -0.82469 0.056 -0.082 0.157 -0.59
H -0.48716 -1.48736 -4.93109 -0.009 -0.019 0.010 0.10
O 0.27332 1.07321 1.67367 0.374 0.102 -0.147 -0.27
C -2.28232 -3.09599 0.99580 -0.117 0.042 0.031 -0.29
H 3.61775 0.57838 1.56666 -0.013 0.017 -0.005 0.05
C 2.13217 -4.71434 0.45252 -0.133 0.076 -0.006 -0.03
C -2.32228 -4.58351 0.85643 0.103 0.097 -0.021 -0.03
C -2.13005 3.85271 1.86641 -0.163 0.176 -0.056 -0.09
H 1.98432 2.67069 2.14077 0.041 -0.173 -0.063 0.10
O -0.73246 1.69791 -0.77169 -0.040 0.435 -0.070 -0.23
H 1.23817 3.06502 -1.87236 0.040 -0.105 -0.047 0.10
Cl -2.65995 3.00680 -2.52028 -0.051 -0.001 -0.145 0.70
N 1.40320 -1.15978 0.82352 0.674 -0.405 0.378 -0.04
H 3.83654 -0.42694 3.01174 0.018 0.031 -0.011 0.08
H -2.01692 4.05510 2.92417 -0.040 0.001 -0.002 0.11
H 0.08469 -4.55942 -2.88781 -0.040 -0.046 -0.014 0.07
H -3.18467 -4.97204 1.39600 -0.010 -0.005 0.000 0.07
N -1.33645 -2.30897 0.44565 0.077 -0.270 0.061 0.02
C 3.67799 4.57170 -0.09172 -0.464 -0.455 -0.083 -0.10
H -1.63852 -4.23308 -2.69016 0.013 -0.047 -0.021 0.08
Ti 0.63001 0.68078 -0.07877 -0.899 -1.028 0.237 0.81
C 2.88143 4.24702 -1.17988 0.447 0.463 0.011 -0.05
H -1.42244 -5.04571 1.26667 -0.018 -0.041 -0.033 0.07
C -3.06228 4.52656 1.13075 0.277 -0.227 0.164 -0.70
H 3.83228 -2.93169 2.11494 -0.011 -0.004 -0.005 0.10
C 3.10805 -0.06875 2.28403 -0.044 -0.066 -0.039 -0.04
C 1.86352 3.33063 -1.03221 -0.642 -0.281 0.092 -0.17
H -0.18147 -3.91230 -0.60989 0.008 -0.077 -0.036 0.11
C 2.27813 3.08716 1.18806 -0.376 -0.402 0.123 -0.17
H -0.17019 1.81313 -3.00491 -0.031 0.044 -0.051 0.01
C -1.31298 2.85242 1.27225 0.341 -0.622 -0.278 -0.19
H -2.84516 0.63554 2.86028 -0.005 0.068 -0.005 0.08
Br 2.92177 0.35538 -1.32963 0.518 0.190 -0.149 0.19
H 1.33813 1.19806 -3.71232 0.008 0.042 0.019 0.05
C -1.46337 2.59577 -0.14195 -0.481 0.757 0.346 -0.36
H -0.17015 1.14442 -4.64451 -0.020 0.002 0.006 0.08
H 2.34126 0.50608 2.79790 0.019 0.036 0.033 0.06
```
Positions in Å, forces in eV/Å.